83
Properties=species:S:1:pos:R:3:forces:R:3:lowdin_spin:R:1 method="wB97M-V/def2-TZVPD" total_energy_ha=-6360.1446 charge=+1 homo_ev="-9.810 / -9.877" max_force_ha_per_bohr=0.067 multiplicity=4 de_lowest_kcal_mol=20.5
C -0.0296 0.7864 1.9012 0.221 -0.146 -0.029 0.01
H 1.4620 2.3122 1.6768 0.102 0.107 -0.006 0.00
H 3.0485 -0.0396 3.3466 0.055 0.076 -0.004 0.00
H -0.2963 2.0264 5.5549 0.032 -0.028 0.072 0.00
C 0.6925 2.2678 3.6684 -0.010 0.063 0.115 0.00
C 7.8894 -1.9632 -2.6610 0.044 -0.002 -0.036 0.00
H -0.9505 3.6805 -4.3641 -0.013 0.026 -0.074 0.00
C 1.2432 -2.6133 2.4641 -0.364 -0.570 0.125 0.00
C -0.9347 -0.7330 -0.6203 0.293 -0.212 0.124 0.01
H -1.1515 2.8717 0.6738 -0.097 -0.010 -0.131 0.00
H -6.9669 4.4471 -2.0387 -0.048 0.013 -0.086 0.00
C -3.0117 -1.8881 -0.9451 -0.116 -0.058 -0.099 0.00
C -1.5849 2.8049 -4.2880 0.111 0.215 0.260 0.00
C -6.5191 3.6317 -0.1124 -0.013 -0.016 0.070 0.00
H 0.0661 1.5692 -1.8203 0.070 -0.015 0.152 0.00
C 0.7725 1.8349 2.3609 -0.089 -0.123 -0.187 0.00
C -2.1992 -1.0804 -0.1645 0.112 0.135 0.095 0.00
H -3.4181 3.0107 1.0618 -0.006 -0.081 0.033 0.00
H -7.5526 3.5724 0.1934 -0.092 0.028 0.025 0.00
H 9.9445 -1.6845 -2.1535 0.176 -0.025 -0.055 0.00
H 0.8990 2.5515 -0.5985 -0.024 -0.080 -0.042 0.00
C -0.8825 0.1522 2.7972 -0.033 -0.002 -0.273 0.00
H -1.9951 1.6102 -0.2462 0.003 0.177 0.019 0.00
H -3.8369 -0.2994 -3.9893 -0.043 -0.040 0.001 0.00
C 2.1688 -1.4364 4.7365 -0.130 -0.170 0.100 0.00
H 9.4823 -0.7799 0.0779 0.042 0.034 0.115 0.00
H -1.4786 -0.6924 2.4890 -0.009 -0.108 -0.009 0.00
H -2.7140 0.2109 -6.1274 0.001 -0.088 -0.099 0.00
C -4.1906 3.2985 0.3601 0.332 -0.071 -0.020 0.00
H 0.5021 -0.9576 -2.1988 -0.052 -0.038 -0.116 0.00
C 5.0001 -1.0931 -0.5620 -2.127 0.647 0.779 0.03
C -0.0563 -4.2760 1.2995 0.426 0.592 -0.866 0.02
Co 2.1792 -1.0508 0.3170 -1.486 -0.953 1.294 2.59
H 5.7645 -2.1136 -2.8938 -0.100 -0.033 -0.100 0.00
N 2.0124 -1.5051 2.3632 0.427 0.242 0.010 0.04
H 1.3259 3.0704 4.0134 0.032 0.132 -0.004 0.00
H -1.6583 0.1255 4.7883 -0.103 -0.067 0.038 0.00
C -3.8497 3.7224 -0.9186 0.052 0.060 -0.044 0.00
C 0.8247 -3.1938 1.2221 -0.805 -0.951 1.108 0.00
C 0.8629 -3.1696 3.7131 -0.025 -0.041 -0.250 0.00
I -0.5881 -5.2211 5.5031 0.075 0.190 -0.343 0.00
C -2.5654 0.8527 -5.2729 0.014 0.011 -0.077 0.00
As -2.0015 3.7833 -1.5758 0.102 -0.352 0.100 0.00
C -0.9806 0.6093 4.1019 0.028 -0.029 0.164 0.00
C 1.3717 -2.5454 4.8663 0.187 0.269 -0.075 0.01
H -3.5428 1.1877 -2.0583 -0.077 -0.012 0.038 0.00
C 0.0062 -4.2935 3.7009 -0.340 -0.375 0.259 0.02
H -1.2520 2.1899 -6.3100 0.028 0.017 -0.072 0.00
C 0.0795 1.8456 -0.7588 0.180 -0.078 0.173 0.01
C -3.2020 0.5709 -4.0751 -0.067 -0.059 -0.013 0.00
H -0.9874 -2.3247 -3.6114 0.058 -0.033 -0.113 0.00
H 2.5858 -0.9501 5.6010 0.017 0.118 0.138 0.00
C -3.0346 1.4095 -2.9889 -0.031 -0.002 0.197 0.00
C 6.5798 -1.8229 -2.2519 -0.140 0.091 0.163 0.00
H -5.7628 2.8883 1.7476 -0.023 -0.014 0.079 0.00
C -1.2546 2.4148 -0.3139 -0.370 0.360 -0.189 0.00
C 7.3617 -0.9210 -0.1311 -0.206 -0.019 -0.076 0.00
C 8.9254 -1.5806 -1.8225 -0.117 -0.007 0.046 0.01
N 3.9260 -0.8645 -0.1882 3.212 -0.288 -1.234 0.04
H 7.1393 -0.5221 0.8455 0.005 0.060 0.115 0.00
C 6.3120 -1.2890 -0.9845 1.361 -0.239 -0.403 0.00
H -1.1547 -5.6383 2.5134 0.004 -0.098 0.065 0.00
C 2.4491 -0.9309 3.4653 0.066 -0.022 -0.198 0.02
H -3.2216 -2.9689 -2.7802 -0.062 -0.037 -0.041 0.00
C -1.7507 1.9672 -5.3780 0.037 -0.063 -0.104 0.00
C -4.8653 4.1554 -1.7682 0.250 0.030 -0.144 0.00
C -1.3275 -1.9759 -2.6494 -0.070 0.009 -0.053 0.00
O 1.2254 -2.6927 0.1129 0.719 0.585 -1.239 0.11
C -5.5153 3.2398 0.7564 -0.146 0.009 0.069 0.00
C 8.6631 -1.0684 -0.5607 0.076 0.017 -0.004 0.00
H -2.5706 -0.7260 0.7853 -0.005 0.034 0.036 0.00
H -4.6088 4.5273 -2.7548 -0.075 -0.038 -0.021 0.00
C -2.5854 -2.3317 -2.1840 0.066 0.085 0.039 0.00
C -0.2023 1.6659 4.5409 -0.024 0.026 -0.016 0.00
C -2.2302 2.5388 -3.0849 -0.001 0.162 0.151 0.00
C -0.4634 -4.8095 2.5151 0.039 -0.016 0.628 0.00
H 1.1295 -2.9387 5.8437 -0.001 -0.028 0.010 0.00
H -3.9812 -2.1819 -0.5748 -0.134 0.010 0.043 0.00
I -0.7400 -5.0563 -0.5199 0.087 -0.082 0.399 0.00
P 0.3519 0.2703 0.1917 -1.347 1.203 -0.495 0.05
C -0.5037 -1.1980 -1.8648 -0.026 0.033 0.129 0.00
H 8.1142 -2.3636 -3.6365 -0.045 -0.056 -0.099 0.00
C -6.1890 4.1100 -1.3701 -0.052 0.010 -0.035 0.00

53
Properties=species:S:1:pos:R:3:forces:R:3:lowdin_charge:R:1 method="wB97M-V/def2-TZVPD" total_energy_ha=-1492.3956 charge=-1 homo_ev=-5.624 max_force_ha_per_bohr=0.004 de_lowest_kcal_mol=2.3
N 3.4961 -2.4337 -3.0628 0.007 0.004 -0.019 -0.08
C -0.0914 0.4821 3.0142 -0.027 -0.026 -0.001 -0.14
F 0.3047 4.7979 -2.8291 -0.014 -0.076 0.026 0.11
H -1.4518 4.3593 -0.8939 0.007 0.013 0.008 0.09
C 3.4246 0.3872 -2.9573 -0.009 0.017 -0.040 -0.17
H 0.1185 -0.4935 2.5753 -0.010 0.006 0.023 0.08
H 0.0294 4.4270 0.0612 -0.010 -0.005 0.006 0.09
C 1.3271 -0.6510 -3.3934 0.043 -0.042 0.074 -0.19
C -1.0890 3.3680 2.1963 0.010 0.019 -0.027 -0.24
C -1.7158 2.2075 2.9353 -0.033 -0.041 0.030 -0.20
N 1.8875 -1.3628 -4.5478 -0.009 0.018 0.007 -0.08
H 0.7436 1.1621 2.8045 0.006 -0.007 -0.001 0.08
N -0.7942 -3.6003 1.9574 -0.032 -0.020 -0.020 -0.02
H 1.6409 -3.2207 -3.6121 -0.004 0.007 -0.003 0.11
C -0.3784 -4.2231 0.6967 -0.003 0.012 -0.114 -0.21
H -1.3802 5.4133 0.5477 -0.012 0.003 0.017 0.09
N 2.3481 -0.4044 -2.3550 -0.075 0.027 0.034 -0.12
F 1.2876 2.9408 -3.7803 -0.021 -0.017 0.074 0.11
O -1.3049 0.9426 2.4528 0.038 -0.009 0.079 -0.27
H 2.5748 0.4063 -5.4267 -0.009 0.007 0.006 0.13
H 4.9807 -2.1213 -4.5001 -0.003 0.002 -0.007 0.12
H 0.5315 -1.2601 -2.9559 0.012 -0.033 -0.022 0.11
H 2.8622 -3.1793 -4.9161 0.001 0.005 0.000 0.12
C 4.5393 -1.5946 -3.6490 -0.042 -0.022 0.015 -0.20
H 3.4147 -1.0744 -5.9464 -0.004 0.004 -0.003 0.12
H 0.6037 -4.6928 0.7859 0.007 0.014 0.028 0.10
Cs -0.1257 0.7295 -0.4303 0.057 -0.035 -0.184 1.28
O 0.2020 -3.5992 -1.5313 -0.028 -0.032 0.080 -0.05
F -0.6011 2.7033 -2.4790 0.112 0.105 -0.123 -0.04
C 2.4404 -2.6344 -4.0667 0.024 0.002 0.031 -0.17
H 4.1974 0.5641 -2.2045 0.007 -0.007 0.010 0.12
C -1.0613 4.4584 0.1135 -0.065 0.001 0.064 -0.09
H -1.5039 2.2905 4.0088 0.012 0.013 0.008 0.12
C 2.8943 -1.7060 -1.9389 -0.041 0.033 -0.035 -0.17
H -1.0685 -5.0047 0.3631 -0.009 -0.015 -0.002 0.10
C 2.9771 -0.5514 -5.0912 0.008 -0.027 0.035 -0.18
H 3.6618 -1.5354 -1.1786 0.011 0.002 0.009 0.12
O -1.5743 3.3720 0.8790 0.059 0.024 -0.016 -0.23
N 4.0364 -0.2979 -4.1057 0.004 0.028 -0.024 -0.09
H 5.3194 -1.4268 -2.9013 0.001 0.008 0.007 0.12
B 0.6081 3.4454 -2.6679 -0.009 0.056 -0.033 -1.30
H -1.5401 -4.1308 2.3880 0.019 -0.024 0.015 0.04
O -0.7228 -2.0453 -0.2041 -0.016 0.187 -0.035 -0.26
H 0.0094 3.3006 2.2045 0.006 -0.015 -0.007 0.13
H 3.0236 1.3480 -3.2840 -0.014 -0.027 0.017 0.11
H 2.0879 -2.3135 -1.5269 0.007 -0.004 0.000 0.10
H -0.1789 0.3684 4.1001 -0.013 0.007 0.007 0.09
C -0.2903 -3.2018 -0.4611 0.063 -0.051 0.052 -0.71
H -1.3557 4.3029 2.7116 -0.009 0.010 0.005 0.13
H 0.9301 0.3104 -3.7288 -0.001 0.009 0.021 0.12
F 1.4021 3.2718 -1.4982 -0.034 -0.120 -0.074 0.02
H -2.7964 2.2521 2.7920 -0.004 0.001 0.004 0.13
H -1.1872 -2.6999 1.6881 0.038 0.013 0.001 0.03

15
Properties=species:S:1:pos:R:3:forces:R:3:lowdin_charge:R:1 method="wB97M-V/def2-TZVPD" total_energy_ha=-283.9518 charge=0 homo_ev=-8.778 max_force_ha_per_bohr=0.036 de_lowest_kcal_mol=19.6
H 0.6403 1.1879 -1.0726 0.034 0.152 -0.107 0.07
H 1.1692 1.7732 0.5051 -0.008 -0.002 0.004 0.08
H -2.2748 -0.6596 -1.4095 0.090 0.188 0.090 0.12
H 2.3752 1.3957 -0.7413 -0.016 0.034 -0.135 0.07
H 0.5509 -1.6679 1.3456 -0.039 0.239 0.028 0.12
C 1.4199 1.0936 -0.3189 -0.133 -0.005 0.062 -0.13
C 0.2937 -0.7634 0.7814 0.264 0.114 -0.143 -0.26
H 2.2970 -0.4283 0.6994 -0.063 -0.017 -0.084 0.10
H -0.1802 -0.0143 1.4308 0.203 -0.177 -0.040 0.10
N -0.6484 -1.1034 -0.2565 1.352 -0.945 -0.838 -0.02
C -1.7611 -0.3675 -0.4822 -0.707 -0.274 -0.493 -0.36
H -3.0951 0.8778 0.1166 0.181 -0.132 -0.267 0.03
N -2.1950 0.4757 0.3574 -0.214 0.394 0.464 0.06
N 1.4961 -0.3013 0.0889 0.379 -0.071 0.798 -0.13
H -0.0878 -1.4981 -1.0443 -1.325 0.504 0.661 0.15

> The highest charge belongs to which entry?

C42H33AsCoI2N2OP

> Which of these has the highest charge?

C42H33AsCoI2N2OP

> The highest charge belongs to which entry?

C42H33AsCoI2N2OP

> What is the charge in the first record?

+1